95
Properties=species:S:1:pos:R:3:mulliken_charge:R:1 method="wB97M-V/def2-TZVPD" max_force_ev_per_a=9.9 homo_ev="-7.06 / -7.06" e_tot_ha=-4277.288463 total_charge=+1 multiplicity=2 gap_ev="3.25 / 2.92"
C 6.85120 1.50628 -0.11021 -0.953
C 6.19588 2.77965 0.47374 -0.735
C 4.75280 2.62554 0.99842 -0.506
C 3.73835 3.53380 0.22504 -0.675
C 3.09743 4.51074 1.21751 -1.359
C 2.61704 2.77298 -0.58540 4.219
P 3.42497 1.64209 -1.77449 0.334
O 3.96888 0.39931 -1.17019 -0.894
O 2.32997 1.23099 -2.84562 -0.593
O 4.59210 2.39722 -2.49776 -0.560
C 1.73932 1.97611 0.45848 -1.760
C 0.18882 2.21514 0.38465 1.529
C -0.50213 0.87806 0.65270 -2.416
C -0.26828 3.12622 1.52340 -1.987
N -0.28437 2.64178 -0.95766 0.756
O -0.30895 1.64594 -1.78386 -0.400
C 0.35445 3.83860 -1.52913 2.008
C -0.00934 3.86844 -3.04800 -1.224
C -0.23201 5.14675 -0.94958 -1.658
C 1.89560 3.84716 -1.45768 -4.160
H 6.27420 0.60599 0.06411 0.173
H 7.05197 1.63872 -1.16726 0.216
H 7.82066 1.33910 0.34986 0.348
H 6.26980 3.55163 -0.28313 0.310
H 6.83710 3.11124 1.28410 0.482
H 4.76164 2.99271 2.01824 0.676
H 4.44786 1.58201 1.06577 -0.046
H 4.24909 4.14362 -0.51395 1.040
H 2.10244 4.81966 0.90833 -0.160
H 3.67438 5.42529 1.30779 0.414
H 2.97352 4.07424 2.20289 0.500
H 1.88094 0.44726 -2.48214 0.344
H 5.20714 1.71473 -2.81774 0.453
H 1.88914 0.91149 0.26059 -0.418
H 2.04649 2.12296 1.48621 0.389
H -0.54191 0.65935 1.70526 0.621
H -0.03858 0.04736 0.14724 0.334
H -1.53935 0.94557 0.31313 0.432
H -0.19424 2.60111 2.46490 0.600
H 0.21442 4.09833 1.53962 0.316
H -1.33064 3.32544 1.37188 0.327
H 0.64439 3.22345 -3.61969 0.350
H -1.04362 3.57269 -3.24953 0.060
H 0.08943 4.87077 -3.44689 0.566
H 0.44805 5.62882 -0.25618 0.359
H -1.14243 4.96178 -0.37922 0.319
H -0.46180 5.86316 -1.72710 0.493
H 2.20464 4.84208 -1.16506 0.596
H 2.26060 3.73724 -2.47459 0.801
K 3.50576 -0.65246 0.66659 1.117
N 0.63692 -2.11451 4.55628 -0.511
C -0.60794 -1.66883 4.64722 -0.303
C -1.71510 -2.37178 4.18865 -0.564
C -1.51484 -3.60128 3.60073 -0.261
C -0.21442 -4.08518 3.49628 -0.364
C 0.80790 -3.29245 3.98984 -0.547
H -0.72233 -0.69678 5.10942 0.399
H -2.71029 -1.96237 4.28752 0.480
H -2.35898 -4.17192 3.22925 0.517
H -0.00697 -5.04205 3.03773 -0.063
H 1.82414 -3.62398 3.92744 1.013
C -3.78442 -0.23519 -3.16302 -0.608
O -3.04796 -1.29254 -2.61719 -0.356
C -2.56535 -1.01643 -1.31559 0.061
C -2.46827 -2.26503 -0.46622 -0.253
O -3.71374 -2.73602 0.02117 -0.288
C -4.60993 -3.38789 -0.88330 -0.466
C -4.15590 -4.77408 -1.26295 -0.168
O -3.07770 -4.71228 -2.20393 -0.183
C -2.19254 -5.79197 -2.11196 0.332
H -3.13788 0.64295 -3.34630 -0.014
H -4.19508 -0.56849 -4.11330 0.304
H -4.61784 0.04716 -2.50586 0.416
H -3.22461 -0.29638 -0.80639 0.342
H -1.55997 -0.57857 -1.41503 0.045
H -1.89690 -1.99406 0.42841 0.154
H -1.90936 -3.04698 -0.98716 0.177
H -4.81151 -2.77582 -1.76417 0.061
H -5.54713 -3.49196 -0.33673 0.381
H -4.97522 -5.33157 -1.72979 0.457
H -3.84620 -5.29224 -0.34388 -0.098
H -1.82117 -5.88262 -1.09054 -0.921
H -1.33695 -5.60224 -2.76886 0.271
H -2.68376 -6.73918 -2.41008 0.442
F 0.50152 -1.01358 2.21415 -0.820
Cs -1.34508 -6.74225 0.66979 0.953
O -5.48578 -5.07116 2.34455 -0.665
Cl -6.64560 -4.19355 2.31791 1.697
O -7.16701 -4.15212 0.96882 -0.709
O -6.23519 -2.86935 2.72199 -0.649
O -7.64460 -4.69974 3.21514 -0.686
K 2.18556 -5.02658 4.34875 1.065
O 1.08868 -4.44125 -3.01660 -1.024
H 0.49997 -3.76774 -3.37558 0.111
Na -2.52600 2.89657 -2.03420 0.869

80
Properties=species:S:1:pos:R:3:mulliken_charge:R:1 method="wB97M-V/def2-TZVPD" max_force_ev_per_a=1.2 homo_ev=-7.78 e_tot_ha=-2468.235357 total_charge=0 gap_ev=8.23
Pb -0.46124 0.08568 1.16077 1.329
P -0.46310 -2.80884 -0.35576 0.084
C 0.55856 -3.56540 -1.74075 0.460
C -0.14087 -3.98499 1.07115 0.565
C -2.19373 -3.13436 -0.96741 0.607
C 1.88657 -2.82182 -1.89517 -1.350
H -0.05215 -3.35302 -2.63652 0.449
C 0.78809 -5.08119 -1.67274 -1.630
H 1.44406 -5.35932 -0.83871 0.265
H 1.28735 -5.38197 -2.60410 0.474
H -0.13954 -5.65756 -1.59307 0.292
H 1.71509 -1.78284 -2.19783 0.253
H 2.47726 -3.31803 -2.67590 0.468
H 2.47848 -2.81862 -0.97182 0.193
H -2.16305 -2.57099 -1.91616 0.472
C -3.27906 -2.47324 -0.09464 -1.132
C -2.50935 -4.59279 -1.28153 -1.763
H -1.93958 -4.96600 -2.13578 0.304
H -3.57167 -4.66883 -1.54653 0.523
H -2.32650 -5.24954 -0.42189 0.296
H -2.87723 -1.94673 0.78314 0.047
H -4.01128 -3.21965 0.24766 0.406
H -3.82193 -1.72147 -0.68000 0.327
C 1.30007 -3.80099 1.55505 -1.493
H -0.26793 -4.99378 0.65195 0.621
C -1.12521 -3.79902 2.22119 -1.376
H 2.04158 -4.07546 0.79438 0.255
H 1.46027 -4.45895 2.41732 0.480
H 1.48776 -2.76529 1.87844 0.106
H -1.16933 -2.75851 2.56992 0.045
H -0.79597 -4.40616 3.07485 0.528
H -2.14116 -4.11170 1.94850 0.257
Cl 1.15057 -0.08470 3.11074 -0.662
H 0.81820 -0.16735 -1.64479 0.115
H 0.07875 -0.17671 -1.47184 -0.211
P 0.47022 2.86631 -0.15255 0.133
C -0.71340 3.63000 -1.39091 0.342
C 0.53690 4.07172 1.27785 0.826
C 2.12425 3.03301 -1.00059 0.504
C -2.04676 2.86957 -1.40478 -1.255
H -0.20840 3.45162 -2.35653 0.573
C -0.94669 5.13469 -1.25149 -1.696
H -1.52882 5.38427 -0.35658 0.292
H -1.53329 5.45826 -2.12199 0.496
H -0.01350 5.70827 -1.24317 0.294
H -1.94960 1.92122 -1.94841 0.273
H -2.81193 3.46990 -1.91922 0.443
H -2.42013 2.65994 -0.39058 0.170
H 1.94668 2.49448 -1.94756 0.438
C 3.25782 2.29177 -0.26406 -1.521
C 2.48999 4.47793 -1.34969 -1.648
H 1.80475 4.89764 -2.09452 0.304
H 3.49956 4.48578 -1.78163 0.488
H 2.49641 5.13573 -0.47052 0.278
H 2.89133 1.61860 0.52509 0.260
H 3.98114 2.99463 0.17073 0.419
H 3.80767 1.66994 -0.98874 0.377
C -0.81155 4.11230 1.99219 -1.589
H 0.78215 5.03993 0.81130 0.597
C 1.60790 3.67894 2.28284 -1.489
H -1.57221 4.70112 1.46878 0.140
H -0.65378 4.55120 2.99024 0.494
H -1.21696 3.11018 2.17685 0.256
H 1.52540 2.63339 2.60254 0.144
H 1.50230 4.29090 3.18770 0.512
H 2.60830 3.83094 1.87567 0.256
O -2.24011 -0.78926 2.57733 -0.699
C -2.71530 0.40367 2.75655 0.543
O -2.88944 1.19652 1.78775 -0.670
C -2.77462 0.91707 4.17388 0.304
C -3.27705 2.18704 4.50151 -0.282
C -2.96116 2.77401 5.72991 -0.562
C -2.15420 2.11729 6.66226 -0.340
C -1.65843 0.84355 6.35051 -0.708
C -1.98939 0.26138 5.12929 -0.112
H -3.90747 2.68394 3.77698 0.415
H -3.36948 3.76541 5.93971 0.371
H -1.88366 2.60619 7.61585 0.357
H -1.04309 0.28644 7.06204 0.387
H -1.62692 -0.74269 4.89956 0.279

81
Properties=species:S:1:pos:R:3:mulliken_charge:R:1 method="wB97M-V/def2-TZVPD" max_force_ev_per_a=3.1 homo_ev="-9.95 / -11.06" e_tot_ha=-3013.550776 total_charge=+1 multiplicity=2 gap_ev="6.78 / 7.83"
O -0.37531 -2.08132 -2.56528 0.580
O -4.20432 -2.08129 -3.67475 -0.169
C 0.11434 -1.67909 -3.94431 -0.284
C 1.42933 -2.35298 -4.22153 -1.246
H 0.15403 -0.58460 -3.94556 0.194
H -0.69030 -1.99864 -4.60954 0.609
H 2.20931 -2.02404 -3.52514 0.227
H 1.72293 -2.06936 -5.23557 0.487
H 1.35188 -3.44616 -4.19961 0.279
C -0.95166 -3.46732 -2.42081 0.736
C -1.42686 -4.00770 -3.74102 -1.475
H -1.76778 -3.34054 -1.70255 0.011
H -0.16317 -4.07978 -1.97280 -0.065
H -2.17275 -3.33829 -4.18422 0.261
H -1.91946 -4.96911 -3.56610 0.452
H -0.59318 -4.17733 -4.43304 0.366
C -4.90054 -2.14862 -2.42409 0.122
C -4.57045 -1.07536 -4.62279 -0.140
C -5.17619 -3.60631 -2.08082 -1.236
H -5.84208 -1.57879 -2.46857 0.499
H -4.24646 -1.70502 -1.64457 -0.174
H -5.80358 -4.07961 -2.84775 0.305
H -5.71605 -3.65390 -1.13304 0.428
H -4.25704 -4.19254 -1.97801 0.169
C -5.27756 -1.69696 -5.81783 -1.303
H -3.61470 -0.63237 -4.95570 0.087
H -5.19343 -0.28853 -4.17322 0.436
H -4.69472 -2.50879 -6.26519 0.277
H -5.43535 -0.92392 -6.57181 0.414
H -6.26108 -2.09217 -5.52792 0.309
H 0.40375 -1.82407 -1.75135 -0.152
Ti 0.42839 -0.37506 -0.37275 -1.914
C -1.41225 0.05111 -1.31500 0.356
Si -1.80688 1.87892 -1.59250 0.082
H -1.57790 -0.36448 -2.31978 -0.259
H -2.15926 -0.46584 -0.68254 0.284
C -1.62869 2.26918 -3.41792 -1.014
C -0.76450 3.09007 -0.60948 -0.869
C -3.62592 2.05180 -1.16917 -1.063
C 1.53041 -2.09396 -0.48405 -0.906
Si 0.84163 -3.12413 0.90475 0.729
H 2.28994 -1.38198 -0.07197 0.564
H 2.06306 -2.67133 -1.24941 0.827
C 1.03608 -4.95647 0.53264 -1.301
C -0.99218 -2.78368 1.11850 -0.813
C 1.75231 -2.75229 2.50291 -1.107
H -4.16273 1.12827 -1.41704 0.226
H -4.06229 2.87533 -1.74456 0.358
H -3.75382 2.25729 -0.10159 0.301
H -0.59013 2.20448 -3.75967 0.310
H -1.97485 3.30359 -3.54695 0.420
H -2.25085 1.62316 -4.04892 0.197
H 0.30326 3.03889 -0.87018 0.198
H -0.86783 2.92412 0.47534 0.222
H -1.13717 4.09867 -0.85126 0.458
H -1.45499 -3.78150 1.14347 0.535
H -1.50032 -2.21707 0.32085 -0.050
H -1.19829 -2.29598 2.08147 0.455
H 1.53064 -3.55701 3.21758 0.391
H 1.45712 -1.79533 2.95296 0.209
H 2.83631 -2.73144 2.32531 0.337
H 1.14201 -5.50837 1.47722 0.344
H 1.92823 -5.14214 -0.07845 0.372
H 0.15943 -5.35097 0.00391 0.352
S 3.66754 2.35044 0.38740 -0.239
C 3.73244 2.22051 -1.33586 -0.618
C 2.70826 1.45465 -1.85937 -0.545
C 1.82615 0.98276 -0.83406 0.513
C 2.23553 1.37557 0.45399 0.667
C 1.54230 1.04598 1.67714 0.282
C 1.93882 1.36167 2.98129 -0.685
C 1.11833 1.04205 4.05422 -0.693
C -0.15354 0.49542 3.81665 -0.964
C -0.54379 0.22839 2.51461 -0.838
N 0.33948 0.38491 1.48942 0.936
H 4.52384 2.72012 -1.88343 0.486
H 2.53916 1.22827 -2.91254 0.398
H 2.90963 1.83799 3.12223 0.485
H 1.44270 1.23754 5.07357 0.448
H -0.85835 0.31897 4.63024 0.448
H -1.54711 -0.11066 2.24308 0.681

80
Properties=species:S:1:pos:R:3:mulliken_charge:R:1 method="wB97M-V/def2-TZVPD" relative_energy_kcal_mol=107.0 max_force_ev_per_a=16.7 homo_ev="-13.73 / -13.59" e_tot_ha=-2793.230763 total_charge=+2 multiplicity=6 gap_ev="6.35 / 6.27"
Sm 0.47755 0.59914 -0.84449 -0.471
P 2.81368 0.71307 0.14428 0.714
P -1.73364 0.64390 -2.07952 0.750
N 0.40483 2.59394 -0.75189 0.015
C 2.67681 2.56665 0.17046 -1.129
H 3.29999 2.88826 0.99818 0.554
H 3.10122 2.92062 -0.77591 0.526
C 1.21959 3.09506 0.30060 -0.596
H 0.83296 2.85533 1.30811 -0.129
H 1.21889 4.17265 0.19591 0.678
C -0.93909 3.06225 -0.75449 -0.759
H -0.88332 4.14023 -0.83062 0.688
H -1.49074 2.81932 0.17413 0.041
C -1.71944 2.49892 -1.97661 -1.083
H -1.24263 2.85375 -2.89778 0.544
H -2.76288 2.79516 -1.96307 0.526
C -3.01652 0.03802 -0.99052 1.318
C -2.88042 -1.43876 -0.57514 -1.419
H -3.66709 -1.68066 0.15501 0.482
H -1.92012 -1.65515 -0.08520 0.048
H -2.97248 -2.11795 -1.42371 0.377
C -1.60746 0.12738 -3.74602 0.725
C -1.65298 -1.40484 -3.88785 -1.391
H -1.46414 -1.67366 -4.93685 0.487
H -2.63756 -1.79549 -3.61775 0.329
H -0.89675 -1.91281 -3.27389 0.206
C 4.06046 0.21500 -0.97785 0.787
C 4.23986 -1.31469 -1.00961 -1.413
H 4.95761 -1.57516 -1.80056 0.480
H 3.30349 -1.84842 -1.22255 0.210
H 4.64147 -1.68383 -0.06240 0.324
C 2.75620 0.12755 1.82879 1.289
C 2.37505 -1.35964 1.99550 -1.503
H 2.29804 -1.58856 3.06818 0.484
H 3.12472 -2.02354 1.55564 0.363
H 1.40231 -1.60428 1.54326 0.287
C 0.65090 -1.51658 -1.12973 0.478
C -2.67697 0.82770 -4.57396 -1.527
H -3.68057 0.47786 -4.32231 0.302
H -2.64660 1.91139 -4.46990 0.378
H -2.50804 0.59372 -5.63564 0.476
C 5.35511 0.95092 -0.65091 -1.526
H 6.09382 0.72560 -1.43467 0.479
H 5.22718 2.03235 -0.62441 0.383
H 5.78157 0.62292 0.29912 0.292
C 4.09365 0.44882 2.46472 -1.736
H 4.01811 0.27663 3.55464 0.454
H 4.88679 -0.20836 2.09585 0.331
H 4.39589 1.48708 2.32192 0.386
C -4.34719 0.31926 -1.65733 -1.691
H -4.52696 -0.35278 -2.50197 0.332
H -5.15590 0.13590 -0.92567 0.451
H -4.44561 1.35173 -1.99638 0.380
H -2.92760 0.64991 -0.07487 -0.480
H 1.96841 0.72470 2.31323 -0.443
H -0.61441 0.46916 -4.09999 0.302
H 3.72321 0.53540 -1.98182 0.204
O 0.70146 -2.75946 -1.19307 -0.365
H 2.00236 1.55475 -3.33653 0.141
H 1.86655 0.84124 -3.49218 -0.088
C -2.66177 0.83638 2.34723 -1.961
P -1.02260 0.08858 1.85393 1.893
C -0.23265 0.92476 3.31581 -1.622
C -1.41899 -1.66507 2.43481 0.812
C -2.23640 -1.89629 3.53360 -0.908
C -2.57157 -3.17424 3.95284 -0.850
C -2.07936 -4.28921 3.28272 -0.590
C -1.24072 -4.09228 2.18964 -1.123
C -0.91991 -2.80926 1.78483 0.556
H -2.62991 1.88464 2.08021 0.509
H -2.84874 0.80490 3.43874 0.661
H -3.48388 0.32547 1.87556 0.518
H -0.90252 0.90813 4.16338 0.612
H -0.01827 1.99106 3.07809 0.424
H 0.62961 0.37779 3.65945 0.503
H -2.66205 -1.06568 4.13490 0.193
H -3.22777 -3.31534 4.82257 0.417
H -2.34136 -5.29490 3.60830 0.420
H -0.83645 -4.96305 1.65527 0.430
H -0.24730 -2.72496 0.88621 -0.146

90
Properties=species:S:1:pos:R:3:mulliken_charge:R:1 method="wB97M-V/def2-TZVPD" relative_energy_kcal_mol=28.5 max_force_ev_per_a=2.0 homo_ev=-10.36 e_tot_ha=-3327.232782 total_charge=+1 gap_ev=7.12
In 1.66583 0.76129 0.17313 1.180
N -0.31415 4.62541 1.43809 -0.296
C 0.58141 3.75770 0.94767 0.615
S 1.40601 2.73642 2.02321 -0.545
N 0.85261 3.83094 -0.34697 -1.651
N 1.58559 2.90782 -0.88526 1.088
C 2.18737 3.06435 -2.01026 -1.232
C 3.07899 2.03936 -2.47527 1.319
C 3.76191 2.16817 -3.69489 -1.032
C 4.62433 1.16472 -4.08711 -0.502
C 4.78590 0.05816 -3.25833 -1.103
C 4.09403 0.02208 -2.05873 -0.455
N 3.27828 0.98400 -1.67757 0.260
H -0.42798 4.70146 2.43449 0.233
H -0.71332 5.33078 0.84194 0.252
H 2.08767 3.99063 -2.56891 0.414
H 3.61118 3.04515 -4.30773 0.482
H 5.15844 1.23423 -5.02325 0.431
H 5.43144 -0.75781 -3.53491 0.514
H 4.17568 -0.80510 -1.37096 0.887
C -1.99515 2.71168 -1.43315 -1.427
C -2.01788 1.18390 -1.44978 1.533
C -1.49787 0.66187 -2.78858 -1.385
C -3.44343 0.69708 -1.22784 -1.754
O -1.13509 0.69762 -0.42950 0.085
Si -1.57390 -0.04186 0.95553 -0.725
S 0.33439 -0.62067 1.74156 -0.670
O -2.32150 1.10934 1.79688 0.607
C -3.01406 1.33642 3.02183 1.791
C -4.51914 1.29694 2.74018 -1.581
C -2.64695 0.29262 4.07142 -1.432
C -2.59933 2.73175 3.49790 -1.548
O -2.43468 -1.35725 0.62661 1.035
C -2.73005 -2.67615 1.07975 1.753
C -2.44121 -3.61783 -0.09289 -1.538
C -4.21659 -2.71379 1.44099 -1.673
C -1.87637 -3.06579 2.28116 -1.215
H -2.71616 3.09226 -2.15112 0.477
H -1.00834 3.08959 -1.68717 0.228
H -2.25998 3.06621 -0.43938 0.021
H -2.10977 1.04523 -3.60203 0.532
H -1.53816 -0.42439 -2.78549 0.279
H -0.46133 0.96674 -2.92122 -0.059
H -4.08183 1.02727 -2.04242 0.529
H -3.82285 1.09927 -0.29507 0.326
H -3.45053 -0.38584 -1.17592 0.259
H -4.79313 0.35239 2.27510 0.216
H -4.80313 2.10757 2.07278 0.336
H -5.07171 1.40710 3.66958 0.465
H -3.06961 -0.67188 3.80473 0.150
H -3.03923 0.58341 5.04300 0.572
H -1.56664 0.19783 4.14049 0.290
H -2.87718 3.47430 2.75332 0.312
H -1.52309 2.75923 3.65018 0.232
H -3.10149 2.96795 4.43196 0.474
H -3.03953 -3.33411 -0.95508 0.309
H -2.68415 -4.63975 0.18197 0.508
H -1.38825 -3.56082 -0.35907 0.087
H -4.81509 -2.39349 0.59202 0.293
H -4.41965 -2.04964 2.27717 0.270
H -4.50740 -3.72278 1.71776 0.476
H -0.82214 -3.00870 2.02674 -0.063
H -2.11572 -4.07893 2.59009 0.563
H -2.05716 -2.39169 3.11282 0.161
C 1.97182 -3.07861 0.22124 -0.414
O 2.89705 -2.01589 0.29248 0.024
C 3.74268 -2.11683 1.41977 -0.436
C 4.69046 -0.91859 1.43032 -0.842
O 4.03360 0.31457 1.61808 -0.066
C 3.78109 0.61418 2.98240 -0.878
H 2.44598 -3.98287 -0.18089 0.364
H 1.17123 -2.74565 -0.43358 -0.396
H 1.54830 -3.29871 1.20519 0.388
H 4.33179 -3.04450 1.36764 0.413
H 3.13755 -2.12590 2.33747 0.325
H 5.19948 -0.84767 0.46551 0.294
H 5.44335 -1.07065 2.21543 0.464
H 4.66409 0.39166 3.58973 0.418
H 2.91956 0.06176 3.37149 0.290
H 3.57240 1.68071 3.03403 0.228
C 1.55108 -0.81464 -4.56600 -1.097
S 1.79154 -1.60885 -2.92089 0.628
C 0.61407 -2.98427 -3.24884 -1.081
O 1.10617 -0.72763 -1.94145 -0.750
H 0.49727 -0.74433 -4.81067 0.385
H 2.07196 -1.41237 -5.30685 0.481
H 1.98804 0.17853 -4.53652 0.206
H -0.38364 -2.58908 -3.39712 0.276
H 0.62019 -3.65540 -2.39698 0.318
H 0.95373 -3.51890 -4.12717 0.497